ORCA calculation (ωB97M-V/def2-TZVPD) on one molecule with the formula C16H13ClO3.

Output
- F_max: 0.66 eV Å⁻¹
- E_LUMO: 0.0016 hartree
- Frontier orbital gap: 8.55 eV
- Energy above the lowest of the compared OMol25 structures with the same formula, charge and spin: 0.2158 eV
- Spin multiplicity: 1
- SMILES string: Cc1ccc(O)c(C(=O)CC(=O)c2ccccc2Cl)c1

Geometry (Å):
C -1.6235 2.2165 0.7914
C -1.3000 0.9344 1.4956
C -2.1662 0.4275 2.4690
C -1.8841 -0.7433 3.1293
C -0.7266 -1.4715 2.8342
O -0.5017 -2.5943 3.5167
C 0.1396 -0.9983 1.8216
C 1.2804 -1.8202 1.4313
O 1.6476 -2.7909 2.0774
C 1.9799 -1.4732 0.1219
C 0.9789 -1.5942 -1.0204
O 0.3651 -2.6084 -1.2263
C 0.8167 -0.3746 -1.8661
C 1.9391 0.2845 -2.3631
C 1.8068 1.3859 -3.1875
C 0.5444 1.8561 -3.5132
C -0.5822 1.2202 -3.0240
C -0.4494 0.1013 -2.2151
Cl -1.8663 -0.6599 -1.5942
C -0.1641 0.2172 1.1917
H -0.7958 2.5368 0.1633
H -2.5006 2.0813 0.1594
H -1.8471 3.0031 1.5099
H -3.0667 0.9733 2.7100
H -2.5412 -1.1314 3.8915
H 0.3430 -2.9916 3.1981
H 2.4158 -0.4770 0.1746
H 2.7668 -2.2174 -0.0215
H 2.9224 -0.0899 -2.1196
H 2.6865 1.8775 -3.5733
H 0.4361 2.7204 -4.1505
H -1.5686 1.5802 -3.2687
H 0.5150 0.6197 0.4564


ORCA calculation (ωB97M-V/def2-TZVPD) on C16H13F3N2O7RhTe4 as an isolated structure.

Output
- Total charge: -1
- F_max: 0.15 eV Å⁻¹
- E_LUMO (alpha / beta): 0.0603 / 0.0233 hartree
- Frontier orbital gap (alpha / beta): 6.34 / 5.68 eV
- Energy above the lowest of the compared OMol25 structures with the same formula, charge and spin: 0.5182 eV
- Spin multiplicity: 5

Geometry (Å):
Rh -1.7211 -1.0030 1.2577
Te -3.5357 -2.4687 -0.0572
Te -5.1488 -0.8301 -1.3190
Te -3.8776 -1.1544 2.6998
Te -1.7126 -0.1341 3.8120
F 0.3527 -5.6316 2.2163
C -0.5159 -5.0993 3.1134
F -0.0705 -5.4373 4.3313
F -1.6960 -5.7182 2.9343
C -0.6146 -3.5582 2.9002
O -0.0677 -2.8443 3.7352
O -1.2046 -3.2622 1.8289
O 3.6499 4.6675 -0.4164
C 4.4929 3.7982 0.2958
N 4.0294 2.4289 0.3140
C 2.8617 2.1665 0.9804
O 2.2780 3.0346 1.6025
C 2.3682 0.7596 0.9114
C 3.2201 -0.3313 0.7934
C 2.6809 -1.6045 0.7625
C 1.3064 -1.7453 0.8470
N 0.4871 -0.6966 0.9550
C 1.0006 0.5324 0.9919
H 2.8214 4.7141 0.0796
H 4.5963 4.1204 1.3332
H 5.4641 3.8253 -0.1930
H 4.2618 1.8347 -0.4650
H 4.2932 -0.1882 0.7572
H 3.3077 -2.4815 0.6871
H 0.8261 -2.7135 0.8252
H 0.2877 1.3446 1.0774
O -3.8864 2.5986 -2.8347
C -3.0162 1.5938 -2.9849
C -2.8553 1.0237 -4.2518
C -1.9506 -0.0024 -4.4441
C -1.1836 -0.4798 -3.3852
C -1.3555 0.0764 -2.1299
C -2.2710 1.0981 -1.8980
C -2.4755 1.6795 -0.5148
O -3.1802 2.7097 -0.4306
O -1.9058 1.1180 0.4649
H -3.7960 2.8550 -1.8593
H -3.4553 1.4081 -5.0668
H -1.8397 -0.4358 -5.4312
H -0.4733 -1.2826 -3.5356
H -0.7768 -0.2848 -1.2901


ORCA calculation (ωB97M-V/def2-TZVPD) on one molecule with the formula C16H13FN2O2S.

Output
- F_max: 0.70 eV Å⁻¹
- E_LUMO: 0.0211 hartree
- Frontier orbital gap: 8.97 eV
- Energy above the lowest of the compared OMol25 structures with the same formula, charge and spin: 0.0000 eV
- Spin multiplicity: 1
- SMILES string: O=c1[nH]c(SCCOc2ccccc2F)nc2ccccc12

Geometry (Å):
O 1.6285 3.5398 -1.5583
C 1.0837 2.7594 -0.8128
N -0.2842 2.8689 -0.5545
C -0.9512 2.0246 0.2721
S -2.6751 2.3292 0.4393
C -3.2164 0.6680 0.9578
C -3.4955 -0.1832 -0.2794
O -2.3748 -0.2775 -1.1234
C -1.3438 -1.1074 -0.8081
C -1.3354 -2.0793 0.1836
C -0.2251 -2.8892 0.3629
C 0.8966 -2.7448 -0.4300
C 0.9170 -1.7707 -1.4150
C -0.1896 -0.9707 -1.5890
F -0.1646 -0.0066 -2.5336
N -0.4099 1.0717 0.9358
C 0.9365 0.8613 0.7740
C 1.5484 -0.1728 1.4881
C 2.8923 -0.4181 1.3232
C 3.6559 0.3538 0.4496
C 3.0713 1.3861 -0.2491
C 1.7119 1.6553 -0.0908
H -0.7885 3.5949 -1.0504
H -4.1178 0.7921 1.5538
H -2.3994 0.2649 1.5557
H -4.2584 0.3035 -0.8942
H -3.8649 -1.1725 0.0180
H -2.1914 -2.2147 0.8257
H -0.2453 -3.6398 1.1384
H 1.7570 -3.3777 -0.2823
H 1.7803 -1.6161 -2.0420
H 0.9453 -0.7649 2.1574
H 3.3607 -1.2192 1.8757
H 4.7077 0.1441 0.3273
H 3.6384 2.0076 -0.9255


ORCA calculation (ωB97M-V/def2-TZVPD) on C16H13LiO as an isolated structure at a distorted geometry.

Output
- F_max: 2.18 eV Å⁻¹
- E_LUMO: -0.0644 hartree
- Frontier orbital gap: 4.67 eV
- Spin multiplicity: 1

Geometry (Å):
C 4.6460 -0.5125 0.5555
C 3.8633 -0.2241 1.6743
C 2.4731 -0.4081 1.6333
C 1.8677 -0.8067 0.4448
C 0.3146 -0.9155 0.3170
O -0.1472 -1.9167 -0.3143
C 2.6517 -1.2089 -0.6470
C 4.0388 -1.0143 -0.6034
H 5.7167 -0.3710 0.5799
H 4.3200 0.1538 2.5896
H 1.8361 -0.2431 2.5125
H -0.1716 -0.5657 1.2745
H 2.1679 -1.6954 -1.5176
H 4.6272 -1.2605 -1.4849
C -1.1734 2.1221 0.8003
Li -3.6484 0.0737 -3.0310
C 0.0448 1.6866 0.3478
C -0.1338 0.4752 -0.5240
C -1.6266 0.3928 -0.6695
C -2.2312 1.3363 0.1620
C -3.6254 1.3037 0.3127
C -4.3436 0.2689 -0.2661
C -3.6984 -0.7615 -0.9837
C -2.3380 -0.5946 -1.3343
H -1.3742 2.9654 1.4646
H 1.0205 2.1458 0.5231
H 0.5082 0.3373 -1.4254
H -4.0903 2.0529 0.9547
H -5.4317 0.1451 -0.0881
H -4.2451 -1.6664 -1.2601
H -1.8178 -1.2946 -1.9973


ORCA calculation (ωB97M-V/def2-TZVPD) on C16H13N2O4PtS2 as an isolated structure.

Output
- Total charge: -1
- F_max: 0.40 eV Å⁻¹
- E_LUMO: 0.0952 hartree
- Frontier orbital gap: 6.88 eV
- Energy above the lowest of the compared OMol25 structures with the same formula, charge and spin: 0.3288 eV
- Spin multiplicity: 1

Geometry (Å):
Pt -1.1347 1.1036 -0.5113
O 2.7309 -2.0919 1.5814
C 1.7778 -2.0872 2.5519
C 1.9393 -2.8734 3.6910
C 0.9688 -2.9065 4.6768
C -0.1875 -2.1553 4.5305
C -0.3486 -1.3775 3.3963
C 0.6213 -1.3136 2.3972
C 0.3344 -0.4340 1.2295
O -0.9205 -0.1904 1.0246
N 1.3196 0.0503 0.5308
N 0.8138 0.8563 -0.4805
C 1.6424 1.4208 -1.2810
C 1.2769 2.2922 -2.3702
C 2.3389 2.7657 -3.1666
C 2.1469 3.5987 -4.2391
C 0.8363 3.9925 -4.5500
C -0.2244 3.5601 -3.8002
C -0.0593 2.6987 -2.6809
O -1.1400 2.3683 -2.0467
H 3.4195 -2.7125 1.8408
H 2.8412 -3.4693 3.7932
H 1.1178 -3.5248 5.5534
H -0.9582 -2.1762 5.2896
H -1.2464 -0.7927 3.2475
H 2.6963 1.2187 -1.1048
H 3.3428 2.4457 -2.9069
H 2.9847 3.9411 -4.8320
H 0.6571 4.6462 -5.3963
H -1.2394 3.8538 -4.0337
C -3.5706 -2.5713 0.2687
O -3.7854 -1.1653 0.3434
C -3.5661 -0.4171 -0.7459
S -3.5120 1.2848 -0.3445
S -3.3688 -1.0900 -2.2488
H -3.7531 -2.9413 1.2757
H -2.5434 -2.7738 -0.0345
H -4.2483 -3.0334 -0.4484


ORCA calculation (ωB97M-V/def2-TZVPD) on C16H14AsF6N2O2Pd as an isolated structure at a distorted geometry.

Output
- Total charge: -2
- F_max: 1.95 eV Å⁻¹
- E_LUMO (alpha / beta): 0.1894 / 0.1894 hartree
- Frontier orbital gap (alpha / beta): 6.07 / 6.32 eV
- Spin multiplicity: 2

Geometry (Å):
Pd 0.5093 0.8022 0.1282
O -0.5743 -1.3382 -0.1037
C -1.7664 -1.3532 -0.5193
C -2.2009 -2.3829 -1.4190
C -3.5073 -2.5571 -1.7696
C -4.4980 -1.6899 -1.2904
C -4.1314 -0.6402 -0.4904
C -2.8012 -0.4284 -0.0918
C -2.4959 0.7185 0.6842
N -1.3325 0.9844 1.1778
C -1.1105 2.1757 1.9524
C 0.1368 1.9425 2.8247
N 1.2234 1.4698 1.9945
C 2.0160 0.5526 2.4821
C 3.0788 -0.0880 1.7832
C 3.8805 -1.0040 2.4796
C 4.9320 -1.6653 1.8889
C 5.2093 -1.4295 0.5413
C 4.4179 -0.5834 -0.1903
C 3.3154 0.1197 0.3674
O 2.6463 0.9096 -0.3749
H -1.4308 -3.0457 -1.7918
H -3.7923 -3.3743 -2.4268
H -5.5353 -1.8419 -1.5667
H -4.8933 0.0480 -0.1334
H -3.3307 1.4170 0.8724
H -1.9844 2.4259 2.5849
H -0.9151 3.0295 1.2747
H -0.1094 1.2142 3.6210
H 0.4349 2.8859 3.3079
H 1.8608 0.2200 3.5207
H 3.6535 -1.1874 3.5267
H 5.5343 -2.3667 2.4559
H 6.0531 -1.9229 0.0691
H 4.6053 -0.4191 -1.2416
F -0.3060 1.2829 -2.0878
As -1.0024 1.1682 -3.6971
F 0.5538 1.5603 -4.4423
F -1.3709 2.9196 -3.6392
F -1.7212 1.1495 -5.3617
F -2.5967 0.8487 -3.0472
F -0.6542 -0.5267 -3.8529


ORCA calculation (ωB97M-V/def2-TZVPD) on C16H14BBaClO2 as an isolated structure at a distorted geometry.

Output
- Total charge: -2
- F_max: 1.65 eV Å⁻¹
- E_LUMO: 0.1458 hartree
- Frontier orbital gap: 3.95 eV
- Energy above the lowest of the compared OMol25 structures with the same formula, charge and spin: 0.0000 eV
- Spin multiplicity: 1

Geometry (Å):
C 2.7913 0.8092 -1.3510
C 1.6226 1.0690 -2.1257
C 1.0469 -0.1794 -2.4814
H 1.2787 2.0557 -2.4471
C 1.8188 -1.2113 -1.8869
C 2.8801 -0.6093 -1.1611
H 3.6586 -1.1343 -0.5968
H 3.5007 1.5562 -0.9822
H 0.1821 -0.3211 -3.1306
H 1.6468 -2.2856 -1.9960
Ba 1.5583 0.8561 1.2512
Cl 0.5986 3.3112 1.8610
C -3.0741 -0.0691 0.9412
C -2.8410 -1.2995 0.2492
C -2.4723 -0.9690 -1.0890
H -2.9590 -2.2925 0.6559
C -2.5919 0.4342 -1.2665
C -2.9098 1.0015 0.0069
H -2.9856 2.0651 0.2286
H -3.3056 0.0256 2.0010
H -2.3349 -1.6970 -1.8938
H -2.4611 0.9725 -2.2012
O 1.1132 0.0077 4.0849
B 0.6731 -1.0828 3.2310
O 1.0090 -2.2677 3.9223
C 1.4893 -1.9342 5.1458
C 1.9150 -2.7664 6.1422
C 2.3002 -2.1797 7.3612
C 2.2841 -0.7872 7.5177
C 1.8939 0.0560 6.4513
C 1.5011 -0.5467 5.2822
H 1.9477 -3.8373 5.9617
H 2.6121 -2.8273 8.1898
H 2.5862 -0.3522 8.4817
H 1.8997 1.1410 6.5445


ORCA calculation (ωB97M-V/def2-TZVPD) on C16H14BCl5MoN6 as an isolated structure at a distorted geometry.

Output
- Total charge: +2
- F_max: 2.01 eV Å⁻¹
- E_LUMO (alpha / beta): -0.3268 / -0.3090 hartree
- Frontier orbital gap (alpha / beta): 6.13 / 6.63 eV
- Energy above the lowest of the compared OMol25 structures with the same formula, charge and spin: 0.0000 eV
- Spin multiplicity: 3

Geometry (Å):
H 2.1954 -2.6197 -0.9521
N 1.8191 -0.5422 -0.7110
B 2.0383 2.0055 -0.4318
N 2.5406 0.6288 -0.9945
C 3.6894 0.2748 -1.5837
Mo -0.0593 -0.3279 -0.1476
H 4.3742 1.0496 -1.8857
C 3.7561 -1.1241 -1.6787
H 4.5609 -1.7035 -2.0724
C 2.5715 -1.6132 -1.1272
H 2.8254 2.8757 -0.6678
C -2.5013 -0.3890 3.5607
H -3.4386 -0.6908 3.0910
H -1.6845 -0.6811 2.8887
H -2.4556 0.6977 3.6663
N 1.8653 1.7854 1.0999
N 0.6096 2.3715 -0.9359
N 1.0133 0.8036 1.5598
N -0.4961 1.5752 -0.5907
C 2.3786 2.4627 2.1468
C 0.1593 3.4694 -1.5524
H 3.0592 3.2847 1.9715
H 0.8653 4.2165 -1.8877
C 1.8626 1.9049 3.3154
C -1.2398 3.4191 -1.6284
C 1.0160 0.8623 2.9133
C -1.6245 2.2249 -1.0284
H 2.0782 2.2304 4.3213
H -1.8824 4.1675 -2.0521
H 0.4302 0.1944 3.5228
H -2.5947 1.7934 -0.8398
H -2.3702 -0.8806 4.5065
Cl -0.7718 -0.5792 -2.9227
C -1.5980 -1.8619 -2.0756
C -1.2963 -1.9672 -0.7228
C -1.7837 -3.0337 0.0380
Cl -1.2068 -3.2126 1.6474
C -2.7056 -3.9386 -0.5493
Cl -3.3633 -5.2076 0.3850
C -3.0789 -3.7765 -1.9110
Cl -4.2338 -4.8110 -2.6168
C -2.4885 -2.7528 -2.7010
Cl -2.8347 -2.5844 -4.3669


Ordered total energy results: -1303.4352; -2736.1301; -1375.5908; -700.1684; -1943.7696; -3841.1059; -1279.1562; -3340.0741; unit Eh.